C45H115CuN6O16 | ωB97M-V/def2-TZVPD

CARTESIAN COORDINATES (ANGSTROEM)
Cu  1.456  -6.483  -1.757
C  -0.633  -1.196  0.001
C  0.713  -1.726  -0.352
C  1.791  -0.869  0.203
O  0.901  -3.139  -0.082
H  -1.420  -1.760  -0.498
H  -0.780  -0.148  -0.260
H  -0.752  -1.252  1.083
H  0.663  -1.615  -1.435
H  1.686  0.213  0.127
H  2.629  -1.131  -0.443
H  2.012  -1.200  1.218
C  2.927  -2.140  -7.510
O  3.730  -0.951  -7.163
C  3.130  -0.153  -6.119
C  4.221  0.731  -5.376
N  4.342  2.094  -5.977
C  5.207  2.891  -5.096
C  6.038  4.056  -5.671
O  6.885  3.619  -6.774
C  7.199  4.585  -7.721
H  1.911  -1.893  -7.820
H  2.919  -2.742  -6.602
H  3.284  -2.742  -8.346
H  2.803  -0.937  -5.436
H  2.354  0.457  -6.581
H  5.215  0.293  -5.284
H  3.845  0.862  -4.361
H  4.847  1.875  -6.824
H  5.951  2.252  -4.621
H  4.678  3.248  -4.212
H  6.736  4.468  -4.943
H  5.326  4.819  -5.983
H  6.318  4.995  -8.213
H  7.713  4.012  -8.492
H  7.738  5.397  -7.231
C  3.853  -7.713  0.445
O  2.468  -7.693  0.042
C  1.704  -8.681  0.749
C  0.465  -9.246  0.066
N  -0.356  -8.095  -0.437
C  -1.279  -8.608  -1.507
C  -1.835  -7.325  -2.216
O  -0.805  -6.487  -2.602
C  -1.171  -5.368  -3.454
H  4.274  -6.766  0.110
H  4.320  -8.565  -0.049
H  4.065  -7.797  1.511
H  1.334  -8.115  1.604
H  2.326  -9.489  1.132
H  -0.197  -9.854  0.681
H  0.716  -9.882  -0.783
H  -0.758  -7.711  0.406
H  -2.000  -9.200  -0.942
H  -0.770  -9.253  -2.223
H  -2.440  -6.872  -1.431
H  -2.469  -7.560  -3.071
H  -1.827  -4.669  -2.935
H  -1.731  -5.698  -4.329
H  -0.306  -4.879  -3.904
C  -8.652  -4.895  0.994
O  -8.787  -3.827  0.063
C  -8.035  -2.670  0.423
C  -8.614  -1.737  1.519
N  -9.765  -0.861  1.124
C  -10.407  -0.177  2.278
C  -11.748  0.510  1.725
O  -12.757  -0.405  1.273
C  -13.928  -0.411  1.999
H  -7.796  -5.438  0.595
H  -9.488  -5.591  0.914
H  -8.461  -4.457  1.974
H  -8.148  -2.160  -0.533
H  -6.948  -2.638  0.503
H  -7.772  -1.076  1.720
H  -8.857  -2.311  2.413
H  -10.506  -1.390  0.686
H  -9.797  0.648  2.645
H  -10.642  -0.858  3.096
H  -11.601  1.104  0.824
H  -12.114  1.276  2.409
H  -14.234  0.630  2.109
H  -13.933  -0.705  3.048
H  -14.637  -1.002  1.419
C  -5.777  8.274  -7.730
O  -4.793  7.797  -6.810
C  -3.482  8.100  -7.283
C  -2.487  7.473  -6.323
N  -2.518  5.967  -6.385
C  -1.898  5.371  -5.179
C  -1.906  3.866  -5.224
O  -3.225  3.298  -5.212
C  -3.335  1.878  -5.169
H  -6.772  7.857  -7.577
H  -5.725  7.869  -8.741
H  -5.632  9.352  -7.805
H  -3.316  9.177  -7.302
H  -3.411  7.703  -8.296
H  -2.815  7.867  -5.361
H  -1.451  7.773  -6.482
H  -3.445  5.597  -6.534
H  -2.585  5.706  -4.402
H  -0.963  5.792  -4.809
H  -1.418  3.554  -4.301
H  -1.272  3.561  -6.056
H  -4.242  1.897  -5.774
H  -3.447  1.329  -4.234
H  -2.504  1.412  -5.697
C  6.352  -1.894  4.677
O  7.192  -1.290  5.578
C  7.134  -1.801  6.963
C  8.141  -1.154  7.932
N  7.743  0.215  7.992
C  8.711  1.103  8.645
C  8.565  2.604  8.260
O  9.007  2.738  6.930
C  9.157  4.125  6.429
H  5.516  -1.196  4.710
H  5.947  -2.873  4.932
H  6.833  -1.745  3.710
H  7.392  -2.859  6.920
H  6.148  -1.623  7.393
H  9.201  -1.184  7.682
H  8.072  -1.591  8.928
H  7.612  0.586  7.061
H  9.711  0.785  8.353
H  8.611  0.984  9.724
H  9.095  3.280  8.931
H  7.518  2.888  8.362
H  10.146  4.581  6.475
H  8.445  4.843  6.837
H  9.010  4.156  5.350
C  -2.643  6.663  1.840
O  -2.910  5.242  2.000
C  -4.271  4.942  1.904
C  -4.584  3.497  2.496
N  -4.453  3.332  3.961
C  -3.082  3.026  4.463
C  -2.899  2.784  5.977
O  -3.149  4.028  6.553
C  -2.969  3.930  8.009
H  -1.660  6.894  2.250
H  -3.321  7.119  2.562
H  -2.681  7.024  0.812
H  -4.639  5.053  0.884
H  -4.859  5.623  2.518
H  -4.007  2.739  1.967
H  -5.592  3.358  2.105
H  -4.608  4.255  4.342
H  -2.324  3.781  4.252
H  -2.896  2.144  3.850
H  -1.845  2.526  6.077
H  -3.510  1.941  6.301
H  -1.925  4.100  8.270
H  -3.282  2.957  8.390
H  -3.584  4.745  8.391
C  -3.761  -3.966  4.895
C  -3.525  -4.996  3.786
O  -2.176  -5.404  3.784
H  -3.140  -3.077  4.792
H  -3.597  -4.473  5.846
H  -4.808  -3.665  4.925
H  -3.708  -4.603  2.786
H  -4.194  -5.857  3.762
H  -1.618  -4.662  3.542
C  7.357  -5.468  -3.315
C  6.284  -4.470  -2.913
O  5.047  -5.108  -2.919
H  7.215  -6.386  -2.744
H  8.305  -5.019  -3.020
H  7.524  -5.589  -4.386
H  6.254  -3.597  -3.564
H  6.443  -4.140  -1.887
H  5.001  -5.579  -3.754
C  5.932  3.598  2.020
C  6.194  4.838  1.096
O  6.898  4.282  0.001
H  5.393  2.802  1.508
H  5.479  3.926  2.956
H  6.824  3.039  2.303
H  6.686  5.652  1.629
H  5.230  5.280  0.842
H  7.774  3.966  0.234

Charge ... +1
Spin multiplicity ... 2
Expectation value of S² ... 0.75
E_LUMO (alpha / beta) ... -3.66 / -4.01 eV
HOMO (alpha / beta) ... -9.459 / -9.459 eV